79
Properties=species:S:1:pos:R:3:forces:R:3:mulliken_charge:R:1 method="wB97M-V/def2-TZVPD" e_tot_ha=-1998.84735 total_charge=-1 homo_energy_ev=-2.8 homo_lumo_gap_ha=0.184
O -0.374546 -3.029008 -6.219738 -2.2 7.8 -4.9 -0.541
C -0.595158 -1.875855 -6.910877 4.6 -0.6 2.2 0.504
N -0.310593 -0.597461 -7.407453 -2.1 -7.6 2.0 -0.363
C -0.875967 0.344055 -6.326384 -1.0 -0.6 0.2 -0.385
S 0.283927 0.181303 -4.844264 0.6 -0.1 -0.2 -0.239
H -1.935947 -0.122345 -6.093504 2.0 1.1 0.6 0.050
H 1.527990 0.644098 -5.327942 -1.7 -0.2 0.1 0.022
C -4.209577 1.929743 -2.118028 0.2 0.0 0.0 -0.419
C -3.165290 1.473131 -2.921606 0.0 0.1 0.2 -0.271
C -1.876722 1.976144 -2.744474 -0.1 0.2 0.1 0.244
C -1.630377 2.929524 -1.756093 -0.3 0.0 -0.1 -0.734
C -2.674014 3.383342 -0.950019 -0.1 0.0 -0.1 -0.312
C -3.964401 2.887129 -1.133382 0.1 -0.1 -0.1 -0.450
H -5.214347 1.539992 -2.258650 0.1 0.1 0.0 0.374
H -3.356016 0.725179 -3.687165 0.1 0.1 0.1 0.360
H -1.064553 1.625096 -3.375237 -0.1 0.1 0.0 0.044
H -0.625309 3.318039 -1.614642 -0.1 -0.1 0.0 0.362
H -2.481542 4.125116 -0.178738 0.0 -0.1 -0.1 0.428
H -4.778252 3.244970 -0.508896 0.1 0.0 -0.1 0.364
C -1.544736 -0.083111 1.696625 0.1 -0.2 -0.1 -0.445
C -1.347295 0.197758 0.344997 0.0 -0.1 0.1 0.001
C -0.844435 -0.785767 -0.506249 0.0 -0.1 0.1 -0.477
C -0.548045 -2.054486 -0.007230 -0.1 0.1 0.1 -0.701
C -0.749059 -2.336437 1.343689 0.0 0.1 0.0 -0.494
C -1.243169 -1.350036 2.196809 0.0 0.0 -0.1 -0.556
H -1.933440 0.684695 2.360423 0.0 -0.1 -0.1 0.430
H -1.584760 1.184309 -0.045150 0.0 -0.3 0.1 0.166
H -0.684378 -0.564567 -1.557993 0.0 0.0 0.1 0.548
H -0.160773 -2.822566 -0.671448 0.0 0.1 0.1 0.469
H -0.519564 -3.325699 1.732074 0.0 0.1 0.0 0.602
H -1.394438 -1.568386 3.250292 0.0 0.0 -0.1 0.391
C 6.841558 1.922464 -4.872207 -0.2 0.0 0.1 -0.371
C 6.161650 3.049193 -4.410716 -0.1 -0.1 0.0 -0.262
C 4.860761 2.928509 -3.922934 0.1 -0.2 0.0 -0.512
C 4.242820 1.678145 -3.887472 0.1 0.0 0.0 -0.329
C 4.924179 0.550827 -4.345500 0.1 0.1 0.0 -0.439
C 6.221704 0.673027 -4.841927 -0.1 0.2 0.1 -0.304
H 7.854147 2.017458 -5.255459 -0.1 0.0 0.0 0.335
H 6.645756 4.022371 -4.431998 -0.1 -0.1 0.0 0.339
H 4.328811 3.807680 -3.569663 0.1 -0.1 0.0 0.349
H 3.230826 1.583125 -3.502827 0.1 0.0 -0.1 0.470
H 4.443058 -0.423759 -4.316277 0.0 0.2 0.0 0.373
H 6.750181 -0.204558 -5.203790 -0.1 0.1 0.0 0.342
C 4.071250 -1.114133 2.844670 -0.1 0.2 -0.1 -0.395
C 2.736067 -1.210474 2.453807 0.1 0.2 0.0 -0.480
C 2.161468 -0.204336 1.677706 0.1 0.0 0.0 0.277
C 2.925718 0.894430 1.283815 0.1 -0.2 0.2 -0.563
C 4.261987 0.988867 1.671571 -0.1 -0.1 0.1 -0.452
C 4.833969 -0.012757 2.455491 -0.2 0.0 -0.1 -0.399
H 4.517757 -1.896793 3.452386 -0.1 0.1 -0.1 0.353
H 2.142547 -2.070064 2.755015 0.1 0.1 -0.1 0.361
H 1.119228 -0.276405 1.378951 0.2 0.0 0.0 0.152
H 2.479472 1.676214 0.674888 0.0 -0.1 0.1 0.461
H 4.857874 1.844406 1.363156 -0.1 -0.1 0.0 0.362
H 5.873472 0.063865 2.762003 -0.1 0.0 0.0 0.346
C -0.766934 3.440739 5.487330 -0.1 0.1 -0.1 -0.457
C -1.506788 4.385087 6.198379 0.0 0.0 -0.2 -0.363
C -2.574209 5.041006 5.585849 0.1 -0.1 -0.1 -0.349
C -2.908232 4.745002 4.263985 0.1 -0.1 0.1 -0.504
C -2.170667 3.797882 3.554164 0.0 0.0 0.1 -0.179
C -1.097403 3.148728 4.163794 -0.1 0.1 0.1 -0.489
H 0.067028 2.932239 5.963963 -0.1 0.1 -0.1 0.365
H -1.250743 4.610670 7.230579 0.0 0.0 -0.2 0.344
H -3.146283 5.781649 6.138020 0.1 -0.1 -0.1 0.347
H -3.743111 5.252500 3.788024 0.1 -0.1 0.1 0.357
H -2.432133 3.566145 2.524560 0.0 0.0 0.1 0.423
H -0.519585 2.414949 3.608742 -0.1 0.1 0.1 0.514
C -3.118706 -5.414965 1.818594 0.0 -0.1 0.0 -0.302
C -3.250704 -5.838367 3.140741 0.0 -0.1 -0.1 -0.396
C -3.183673 -7.196831 3.448789 0.0 0.0 -0.2 -0.336
C -2.974541 -8.132016 2.434781 0.0 0.2 0.0 -0.383
C -2.838789 -7.708230 1.113092 0.0 0.1 0.1 -0.333
C -2.915123 -6.350470 0.803895 0.0 -0.1 0.2 -0.467
H -3.174415 -4.356437 1.578476 0.0 -0.1 0.0 0.450
H -3.406786 -5.109028 3.931683 0.0 -0.1 -0.1 0.351
H -3.293272 -7.526953 4.478216 0.0 0.0 -0.1 0.348
H -2.917380 -9.190321 2.675274 0.0 0.1 0.0 0.341
H -2.674190 -8.437027 0.323211 0.0 0.1 0.1 0.352
H -2.814833 -6.021144 -0.226579 0.0 0.0 0.1 0.378

---

93
Properties=species:S:1:pos:R:3:forces:R:3:mulliken_charge:R:1 method="wB97M-V/def2-TZVPD" spin_multiplicity=3 e_tot_ha=-7701.01527 relative_energy_ev=0.053 total_charge=+2 homo_energy_ev="-12.5 / -12.5" s_squared=2.03 homo_lumo_gap_ha="0.223 / 0.219"
V -0.049042 -0.032930 0.386965 -0.4 0.2 0.3 0.141
O -1.365280 -5.322456 -5.708929 0.1 -0.1 0.1 -0.490
C -1.736390 -4.125105 -5.227197 0.1 0.1 -0.1 0.509
O -2.668296 -3.533579 -5.685321 0.0 0.0 0.0 -0.506
C -0.939490 -3.559946 -4.079640 0.0 0.0 0.0 0.896
C -0.999225 -2.181716 -3.895148 0.0 0.0 0.0 -0.925
C -0.394664 -1.602122 -2.800011 0.0 0.0 0.0 1.008
C 0.275230 -2.391005 -1.873053 0.0 0.0 0.0 -0.903
C 0.339642 -3.768614 -2.049625 0.0 0.0 0.0 -0.735
C -0.261912 -4.346309 -3.159096 0.0 0.0 0.0 -1.181
N 0.832034 -1.763170 -0.715264 0.3 -0.1 0.0 1.594
C 1.905569 -2.249416 -0.221810 -0.1 -0.1 -0.1 -0.716
C 2.448971 -1.685251 1.006423 0.1 0.0 0.1 -0.187
C 3.585985 -2.205332 1.601186 -0.1 0.0 0.0 -0.653
C 4.045629 -1.631655 2.778117 0.0 0.0 0.0 -0.798
C 3.346923 -0.562574 3.308987 0.0 0.0 0.0 -0.967
C 2.216985 -0.100020 2.649150 0.0 0.0 0.0 -0.504
N 1.770916 -0.639737 1.516219 -0.1 0.0 -0.1 0.930
H -0.507118 -5.605710 -5.361416 -0.2 0.1 -0.1 0.358
H -1.561786 -1.590192 -4.604350 0.0 0.0 0.0 0.578
H -0.468279 -0.537010 -2.635431 0.0 0.0 0.0 -0.858
H 0.793755 -4.406444 -1.302499 0.0 0.0 0.0 0.574
H -0.249883 -5.425055 -3.251178 0.0 0.0 0.0 0.354
H 2.429305 -3.084685 -0.683814 0.0 0.0 0.0 0.679
H 4.094366 -3.046670 1.151557 0.0 0.0 0.0 0.587
H 4.927806 -2.016968 3.269250 0.0 0.0 0.0 0.495
H 3.658997 -0.085095 4.226287 0.0 0.0 0.0 0.524
H 1.649348 0.731320 3.044585 0.0 0.0 0.0 0.494
N -0.881135 -3.008289 1.751078 -0.1 0.0 -0.2 -0.157
C -1.311370 -2.023059 2.575789 0.0 -0.1 0.0 0.220
N -1.987760 -2.361697 3.655866 0.0 0.0 0.0 -0.713
C -2.411115 -1.354349 4.426822 0.0 0.0 -0.1 0.164
N -3.128390 -1.644098 5.503362 0.0 0.0 0.1 -0.322
N -2.156216 -0.045777 4.178606 0.0 0.1 0.0 -0.726
C -1.437876 0.175086 3.110559 0.0 0.0 0.1 -0.655
N -0.972687 -0.745808 2.257854 0.1 0.1 -0.1 0.610
C -1.010824 1.568358 2.834147 0.0 0.0 0.1 0.642
C -1.378640 2.608713 3.668643 0.0 0.0 0.0 -0.452
C -0.842152 3.867185 3.445811 0.0 0.0 0.0 -0.994
C 0.069983 4.025283 2.415090 0.0 0.0 0.0 -1.077
C 0.371450 2.936197 1.616522 0.1 0.1 -0.1 -0.817
N -0.176037 1.727794 1.791752 0.0 -0.2 -0.2 1.206
H -1.277887 -3.913478 1.964294 0.0 0.0 0.0 0.371
H -0.894274 -2.752159 0.766811 0.0 -0.1 0.2 -0.344
H -3.354893 -2.603264 5.709290 0.0 0.0 0.0 0.263
H -3.476114 -0.904747 6.089885 0.0 0.0 0.0 0.248
H -2.060242 2.406902 4.480612 0.0 0.0 0.0 0.624
H -1.115144 4.700024 4.078413 0.0 0.0 0.0 0.483
H 0.545693 4.974659 2.216147 0.0 0.0 0.0 0.556
H 1.072164 3.045673 0.796951 -0.1 0.0 0.1 0.471
C 2.311759 0.391764 -2.864109 0.1 0.0 0.0 -1.383
As 1.838973 1.156414 -1.141937 0.1 0.0 0.0 1.974
C 3.600463 1.345906 -0.341797 0.0 0.0 0.0 -1.467
C 1.347845 2.961169 -1.617394 0.0 0.0 0.0 0.036
C 2.287808 3.914944 -1.994098 0.0 0.0 0.0 -1.162
C 1.874258 5.198577 -2.319437 0.0 0.0 0.0 -0.850
C 0.525922 5.524289 -2.271283 0.0 0.0 0.0 -0.977
C -0.410610 4.570901 -1.896269 0.0 0.0 0.0 -1.397
C -0.008155 3.282354 -1.560462 0.1 -0.1 -0.1 0.619
As -1.315073 1.903957 -1.083317 0.0 0.1 0.1 1.868
C -2.032770 1.653798 -2.874989 0.0 0.0 0.0 -1.280
C -2.611646 2.977394 -0.109784 0.0 0.0 0.0 -1.642
H 3.111457 0.997533 -3.292423 0.0 0.0 0.0 0.605
H 1.453868 0.411037 -3.533504 0.0 0.0 0.0 0.354
H 2.653569 -0.636692 -2.748776 0.0 0.0 0.0 0.446
H 4.278175 1.843771 -1.035295 0.0 0.0 0.0 0.589
H 4.002221 0.357854 -0.113188 0.0 0.0 0.0 0.427
H 3.534268 1.926877 0.578722 0.0 0.0 0.0 0.334
H 3.343013 3.671586 -2.039433 0.0 0.0 0.0 0.393
H 2.602048 5.942009 -2.612635 0.0 0.0 0.0 0.438
H 0.202204 6.523020 -2.529685 0.0 0.0 0.0 0.459
H -1.459362 4.844701 -1.872102 0.0 0.0 0.0 0.465
H -2.417424 2.614977 -3.219177 0.0 -0.1 0.0 0.592
H -2.827689 0.912814 -2.876853 0.0 0.0 0.0 0.392
H -1.225416 1.353331 -3.544603 0.0 0.0 0.0 0.332
H -2.150880 3.909688 0.212436 0.0 0.0 0.0 0.584
H -2.967930 2.404410 0.741841 0.0 0.0 0.0 0.358
H -3.462880 3.188774 -0.756638 0.0 0.0 0.0 0.452
O -5.420233 -0.410607 -1.820613 0.1 0.1 0.1 -0.701
C -4.827911 -1.609460 -1.886304 0.0 0.0 0.0 0.326
C -5.473130 -2.601488 -2.630877 0.0 0.0 0.0 -0.869
C -4.932629 -3.862065 -2.723976 0.0 0.0 0.0 -0.462
C -3.732935 -4.175957 -2.076628 0.0 0.0 0.0 -1.164
C -3.081623 -3.198073 -1.366921 0.1 0.0 0.0 -0.217
C -3.597772 -1.899052 -1.260924 0.0 0.0 0.0 0.285
C -2.856156 -0.831476 -0.576046 -0.2 0.1 0.0 0.505
O -3.357460 0.290394 -0.404922 -0.1 0.2 0.0 -0.866
O -1.642647 -1.076542 -0.197527 0.5 -0.2 -0.3 1.482
H -4.888438 0.150068 -1.214431 -0.1 -0.1 -0.1 0.344
H -6.402883 -2.347598 -3.118472 0.0 0.0 0.0 0.507
H -5.446089 -4.616956 -3.302597 0.0 0.0 0.0 0.431
H -3.323154 -5.174223 -2.141799 0.0 0.0 0.0 0.496
H -2.137588 -3.423725 -0.888124 0.0 0.0 0.0 0.442